{
  "formula": "C14H24I2N3O7S",
  "method": "ωB97M-V with the def2-TZVPD basis set",
  "elements": ["C", "C", "I", "C", "I", "C", "N", "O", "S", "O", "O", "O", "C", "O", "N", "O", "H", "H", "H", "H", "H", "H", "C", "C", "C", "C", "C", "C", "N", "O", "C", "C", "C", "H", "H", "H", "H", "H", "H", "H", "H", "H", "H", "H", "H", "H", "H", "H", "H", "H", "H"],
  "positions_angstrom": [[-1.434365, 3.578303, -0.266876], [-0.777124, 3.653152, -1.617438], [-2.001203, 4.581733, -3.059631], [0.458962, 3.236503, -1.896983], [1.585696, 2.508623, -0.269112], [1.191817, 3.321468, -3.265337], [1.595274, 4.658232, -3.433008], [2.404702, 2.461748, -3.177917], [2.116127, 0.974157, -3.593408], [3.135006, 0.505398, -4.458906], [1.733750, 0.161002, -2.491363], [0.774854, 1.279268, -4.428097], [0.487807, 2.661484, -4.463370], [0.951798, 3.261227, -5.658080], [1.764886, 2.371268, -6.585586], [2.859078, 2.682644, -6.575169], [-1.347387, 2.578741, 0.150748], [-0.974281, 4.312940, 0.392746], [-2.491681, 3.801527, -0.367733], [1.792196, 4.873980, -4.403327], [0.910869, 5.303143, -3.068324], [-0.588966, 2.749388, -4.498913], [0.273367, -2.351781, 4.317780], [-0.830807, -1.674568, 3.486847], [-2.002840, -2.638328, 3.249184], [-1.667325, -3.787857, 2.301801], [-1.146078, -3.277083, 0.959695], [0.029046, -2.289596, 1.059675], [-0.336122, -1.257489, 2.111320], [-0.912830, -0.343760, 1.676147], [1.334703, -3.021966, 1.420702], [0.279935, -1.608741, -0.274706], [-1.274032, -0.451126, 4.277321], [-0.057702, -2.414129, 5.350736], [0.496853, -3.367125, 4.006464], [1.196789, -1.773177, 4.300473], [-2.851723, -2.075837, 2.847292], [-2.307886, -3.018749, 4.223079], [-0.942995, -4.463325, 2.760206], [-2.566594, -4.379485, 2.128984], [-0.812251, -4.107233, 0.339467], [-1.965874, -2.789287, 0.423398], [2.129290, -2.315177, 1.659639], [1.657980, -3.601280, 0.560676], [1.234943, -3.721465, 2.245609], [-0.615039, -1.145768, -0.688426], [0.619061, -2.347703, -0.994767], [1.049067, -0.842446, -0.193447], [-0.457952, 0.263113, 4.389260], [-1.580144, -0.775608, 5.267414], [-2.120654, 0.061044, 3.823262]],
  "forces_ev_per_a": [[-0.268, 0.154, -0.395], [0.279, -0.216, -0.178], [-0.022, 0.130, 0.031], [-0.353, -0.331, -0.296], [0.020, 0.268, 0.017], [-0.027, 0.143, 1.398], [0.211, -0.192, -0.393], [-0.028, 0.272, -0.176], [-0.058, -0.557, -0.403], [-0.004, 0.278, 0.027], [-0.086, 0.051, 0.159], [0.300, -0.058, 0.337], [-0.424, -0.060, -1.396], [0.083, 0.493, 0.691], [0.369, -0.661, -0.231], [-0.182, 0.225, -0.134], [0.191, -0.032, 0.120], [-0.015, -0.080, 0.187], [-0.048, 0.094, 0.135], [0.046, -0.030, -0.021], [0.082, 0.057, 0.164], [-0.110, -0.008, 0.446], [0.208, -0.172, -0.309], [1.288, -0.190, 2.119], [-0.229, -0.224, -0.822], [0.212, 0.032, 0.045], [-0.783, 0.174, 0.542], [2.351, -0.961, -0.666], [-2.819, -2.671, -0.347], [0.151, 2.685, -0.603], [-0.061, -0.007, 0.476], [-0.450, 0.560, -0.001], [-0.234, 0.377, -0.510], [-0.093, 0.101, 0.014], [-0.010, 0.035, -0.035], [0.002, 0.019, 0.020], [0.060, 0.099, 0.011], [0.109, 0.083, 0.104], [-0.003, -0.002, 0.012], [0.006, -0.012, 0.004], [0.162, 0.061, -0.053], [0.062, 0.098, -0.011], [0.019, 0.008, -0.026], [-0.062, 0.068, -0.114], [-0.022, 0.035, -0.016], [0.004, 0.053, 0.047], [0.047, -0.108, 0.080], [0.056, 0.022, -0.058], [0.019, -0.009, 0.027], [0.032, -0.097, 0.020], [0.025, 0.003, -0.039]],
  "mulliken_charge": [-1.316, 0.496, 0.084, -1.030, 0.084, 1.308, -0.542, -0.436, 1.070, -0.573, -0.371, -0.415, 0.198, -0.324, 0.239, -0.142, 0.153, 0.359, 0.468, 0.315, 0.297, 0.101, -1.580, 1.434, -1.223, -0.497, -1.200, 1.639, 0.847, -0.324, -1.669, -1.964, -1.834, 0.467, 0.304, 0.385, 0.416, 0.396, 0.335, 0.399, 0.400, 0.420, 0.398, 0.483, 0.314, 0.397, 0.483, 0.441, 0.465, 0.449, 0.395],
  "total_charge": 1,
  "gap_ev": 5.2,
  "energy_ev": -60733.487
}

{
  "formula": "C14H24N2",
  "method": "ωB97M-V with the def2-TZVPD basis set",
  "elements": ["N", "N", "C", "C", "C", "C", "C", "C", "C", "C", "C", "C", "C", "C", "C", "C", "H", "H", "H", "H", "H", "H", "H", "H", "H", "H", "H", "H", "H", "H", "H", "H", "H", "H", "H", "H", "H", "H", "H", "H"],
  "positions_angstrom": [[-1.764104, 0.636734, 0.482979], [-0.731487, 1.579047, 0.227109], [-2.273018, 0.011709, -0.609740], [0.348406, 1.931962, 1.003484], [-1.496081, -0.230679, -1.888438], [-3.415726, -0.830684, -0.446806], [0.599430, 1.349381, 2.359237], [1.361104, 2.827720, 0.303857], [-0.386049, -1.308425, -1.745726], [-3.083233, -2.151863, 0.086053], [2.126181, 0.929689, 2.475482], [2.366947, 2.202813, -0.648171], [-0.816235, -2.660759, -1.078580], [-2.332853, -3.005253, -1.065092], [2.787229, 0.336193, 1.261904], [3.345348, 1.309995, 0.122748], [-0.868028, 0.658920, -2.281044], [-2.132156, -0.613771, -2.629726], [-4.137761, -0.209221, 0.153648], [-3.883744, -0.925730, -1.387308], [-0.106124, 0.568102, 2.561921], [0.399816, 2.128060, 3.152476], [1.911635, 3.256106, 1.122696], [0.853292, 3.698716, -0.158190], [0.138415, -1.463725, -2.772887], [0.381448, -0.787470, -1.126013], [-3.967992, -2.656897, 0.370160], [-2.562165, -1.994775, 1.028004], [2.061353, 0.136829, 3.264232], [2.792665, 1.789000, 2.799281], [1.843096, 1.582515, -1.431157], [2.998689, 2.914155, -1.124918], [-0.380065, -2.550421, -0.109949], [-0.273509, -3.417217, -1.662560], [-2.335559, -3.993668, -0.817703], [-2.894492, -2.932315, -2.026980], [2.018192, -0.198254, 0.849526], [3.454230, -0.477134, 1.467647], [3.875641, 0.713424, -0.591076], [4.177262, 1.847190, 0.509623]],
  "forces_ev_per_a": [[-0.719, 0.213, -1.864], [3.163, 0.426, 0.425], [5.168, 2.164, 2.110], [-4.732, -2.537, -3.024], [2.426, 1.519, -0.073], [-2.635, 2.120, 1.307], [1.647, 1.651, 0.016], [-0.955, 1.300, 0.481], [0.857, 0.452, -0.413], [0.932, -1.719, -0.942], [0.023, 0.463, 1.857], [-0.789, -2.221, 0.546], [0.127, 1.143, -2.359], [0.416, 3.184, 1.332], [0.379, 1.550, -1.382], [-0.507, -1.529, 0.965], [-1.602, -0.938, 0.710], [-1.184, 0.016, -1.178], [0.457, -1.002, -0.008], [-0.663, -0.201, -1.264], [-0.103, -0.685, -0.068], [0.244, -0.562, -0.780], [0.595, 0.466, 0.412], [-0.029, -0.681, 0.061], [-1.160, 0.224, 1.563], [-0.251, -0.715, -0.248], [-1.145, -0.704, 0.083], [0.718, -0.420, -0.161], [0.690, 0.781, -0.336], [-1.081, -0.852, 0.223], [0.394, 0.708, 0.698], [0.040, 0.955, -0.570], [-0.220, -0.740, 0.979], [-0.120, -0.141, 0.527], [-0.416, -2.858, 0.858], [0.674, 0.337, 0.574], [-2.206, -1.534, -1.787], [1.062, 0.101, 0.513], [0.059, -0.850, -0.615], [0.447, 1.118, 0.831]],
  "mulliken_charge": [-0.781, -0.223, 0.620, 0.424, -0.889, -1.036, -0.693, -1.077, 0.260, -0.629, -0.493, -0.331, -0.690, -0.916, -0.491, -0.984, 0.440, 0.469, 0.373, 0.428, 0.409, 0.294, 0.433, 0.391, 0.382, -0.536, 0.319, 0.431, 0.340, 0.335, 0.234, 0.373, 0.357, 0.375, 0.450, 0.331, -0.062, 0.470, 0.443, 0.453],
  "e_above_lowest_kj_mol": 330.69,
  "total_charge": 0,
  "gap_ev": 8.8,
  "energy_ev": -17884.026,
  "smiles": "C1CCCC(=NN=C2CCCCCC2)CC1"
}